No. 1
Density functional theory data (wB97M-V/def2-TZVPD) for 5 unconnected molecules or ions with the total composition C20H43IN3O12 in a non-equilibrium geometry.

Results
Highest occupied orbital energy: -12.40 eV
Multiplicity: 1
Strongest force on any atom: 5.07 eV/A
Net charge: +1
DFT total energy: -2152.369924 hartree
LUMO energy: -5.7 eV

Geometry as XYZ:
```
79
Properties=species:S:1:pos:R:3:forces:R:3:mulliken_charge:R:1
C -4.0349 -4.5381 -0.1543 0.76 -0.64 -0.91 -0.8593
C -2.4570 -5.0771 -0.2488 -0.09 1.26 0.31 -0.4801
I -2.4059 -7.2083 -0.9102 -0.05 1.41 0.41 0.1318
C -1.5616 -4.2336 -1.3575 0.38 -1.09 -0.13 -0.5268
N -1.4659 -2.7379 -1.0439 1.08 1.45 2.25 -0.1438
C -1.0829 -2.4849 0.3977 0.91 -0.75 -0.17 -0.2718
N 0.2532 -2.9787 0.9880 -4.47 -1.60 -1.79 -0.3982
N -1.9686 -1.8395 1.2296 1.58 -2.03 -0.59 -0.0603
H -4.1142 -3.3989 0.1180 0.30 -2.29 -0.35 0.2454
H -4.4624 -4.6612 -1.2550 0.67 0.18 2.49 0.3145
H -4.6024 -5.2308 0.6074 1.04 1.56 -1.63 0.3559
H -1.9419 -5.1028 0.8281 -1.06 0.13 -2.40 0.3256
H -0.4434 -4.6435 -1.4294 -2.59 0.39 0.06 0.3615
H -2.0998 -4.2897 -2.4218 1.28 0.08 2.44 0.3803
H -0.8041 -2.2636 -1.6994 -0.59 -0.61 0.71 0.3168
H 0.7730 -3.5434 0.2514 -0.94 0.99 0.85 0.3370
H -0.0608 -3.7269 1.6758 0.86 1.30 -0.25 0.3855
H -2.4453 -0.9497 0.9591 -0.07 -1.54 -0.11 0.2732
H -2.1838 -2.3309 2.1484 0.88 1.69 -1.16 0.3053
C 2.0060 0.5849 1.9411 0.21 0.21 0.07 -1.2893
C 2.1257 -0.3955 0.7866 0.01 0.10 0.53 0.7490
O 2.6254 0.2477 -0.3936 0.61 -0.01 -0.26 -0.2609
C 3.9482 0.5456 -0.3856 0.89 0.25 0.53 0.6650
O 4.7339 0.3120 0.5231 -1.41 0.22 -1.54 -0.5564
O 4.2471 1.1753 -1.5499 -0.63 -0.54 1.18 -0.2912
C 5.5932 1.6411 -1.6185 0.69 0.29 -0.10 -0.7457
H 1.3943 1.4451 1.6534 -0.08 -0.15 0.00 0.2961
H 1.5547 0.1024 2.8127 0.01 0.02 -0.10 0.3945
H 2.9840 0.9771 2.2378 -0.14 -0.22 -0.06 0.3991
H 1.1295 -0.7773 0.5381 0.37 0.23 -0.26 -0.5915
H 2.7470 -1.2601 1.0476 0.05 0.23 -0.08 0.3794
H 6.3052 0.8301 -1.4350 -0.19 0.20 0.13 0.3425
H 5.7417 2.4553 -0.9020 0.05 -0.26 -0.04 0.3258
H 5.7677 2.0306 -2.6248 -0.33 -0.14 0.14 0.2438
C -5.0238 4.2500 -1.3879 0.09 -0.27 -0.25 -1.2880
C -4.0074 4.6248 -0.3226 -0.60 0.65 -0.58 -0.1668
O -3.3073 3.4698 0.1592 1.14 -0.81 -0.56 -0.3242
C -2.3769 2.9532 -0.6810 -0.45 0.93 -0.99 0.5543
O -2.0885 3.3843 -1.7895 -0.29 -0.91 2.02 -0.5561
O -1.8385 1.8554 -0.0926 -0.29 0.37 -0.09 -0.2300
C -0.9188 1.1533 -0.9261 0.25 -0.07 -0.39 -0.0218
H -5.7082 3.4830 -1.0135 -0.01 0.20 0.09 0.3145
H -5.6032 5.1255 -1.6944 0.08 -0.10 0.12 0.3944
H -4.5389 3.8346 -2.2771 0.00 0.20 0.14 0.3266
H -4.5334 5.0542 0.5369 0.21 -0.29 -0.10 0.3538
H -3.3011 5.3830 -0.6806 0.00 -0.31 0.00 0.3222
H -0.1249 1.8142 -1.2885 -0.22 -0.16 -0.01 0.4322
H -1.4525 0.6944 -1.7645 0.12 0.21 -0.04 0.4391
H -0.4598 0.3584 -0.3325 -0.13 0.25 0.20 -0.7073
C 4.8094 -1.3528 -3.1496 -0.14 -0.28 0.14 -0.8329
C 5.2585 -1.5947 -4.5807 -0.43 0.35 0.18 -0.4676
O 6.3168 -2.5604 -4.6388 -0.15 -1.08 -0.04 -0.3424
C 5.9483 -3.8495 -4.4368 -0.31 -0.07 0.24 0.7664
O 4.8121 -4.2484 -4.2185 1.58 0.56 -0.37 -0.5735
O 7.0631 -4.6215 -4.4894 -0.97 0.83 -0.05 -0.3254
C 6.8235 -5.9932 -4.1817 -0.01 -0.62 0.09 -0.6136
H 5.6594 -1.0670 -2.5229 -0.07 0.07 -0.15 0.2475
H 4.0553 -0.5618 -3.1095 0.19 -0.11 -0.10 0.3572
H 4.3788 -2.2562 -2.7059 0.03 0.07 -0.19 0.3384
H 5.6616 -0.6622 -4.9905 0.19 -0.37 -0.01 0.3109
H 4.4245 -1.8965 -5.2251 0.18 -0.14 0.18 0.3201
H 6.0425 -6.4147 -4.8227 0.06 0.17 0.21 0.2841
H 6.5539 -6.0957 -3.1257 -0.10 -0.01 -0.22 0.2836
H 7.7487 -6.5481 -4.3573 -0.06 0.39 -0.03 0.2309
C -2.1964 3.4727 3.2811 0.12 -0.10 0.35 -1.0918
C -3.2443 4.5560 3.0895 0.51 0.04 -0.33 0.8425
O -4.3912 4.3242 3.9185 -0.13 0.27 0.93 -0.3700
C -4.2253 4.5861 5.2385 0.60 0.08 0.37 0.7514
O -3.2023 4.9992 5.7681 -1.64 -0.59 -0.87 -0.5559
O -5.3829 4.2835 5.8787 0.90 0.27 -0.76 -0.3351
C -5.3025 4.4125 7.2965 -0.05 0.07 0.64 -0.6232
H -2.6308 2.4831 3.1115 -0.02 0.12 -0.18 0.2340
H -1.3601 3.6177 2.5913 -0.14 0.00 0.00 0.2807
H -1.7999 3.4737 4.3015 -0.05 0.16 -0.17 0.4396
H -3.5965 4.5322 2.0526 -0.09 -0.06 0.76 -0.6547
H -2.8346 5.5570 3.2684 -0.07 -0.21 0.22 0.3946
H -4.9610 5.4112 7.5871 0.08 -0.26 -0.11 0.2924
H -4.6375 3.6434 7.7026 0.01 0.25 -0.04 0.2863
H -6.3025 4.2574 7.7098 0.10 -0.02 -0.37 0.2300
```
Positions in Å, forces in eV/Å.

***

No. 2
Density functional theory data (wB97M-V/def2-TZVPD) for 2 unconnected molecules or ions with the total composition C6H4BrNS3 in a non-equilibrium geometry.

Results
Highest occupied orbital energy (spin up / spin down): -7.79 / -8.56 eV
Multiplicity: 3
Strongest force on any atom: 2.90 eV/A
Net charge: 0
DFT total energy: -4054.159578 hartree
LUMO energy (spin up / spin down): -0.5 / -1.5 eV

Geometry as XYZ:
```
15
Properties=species:S:1:pos:R:3:forces:R:3:lowdin_spin:R:1
C -2.8623 4.1487 0.2598 0.25 -0.81 -0.29 0.1115
C -1.4619 1.9192 0.1660 0.03 2.02 -0.37 0.0401
C -2.2536 2.9671 0.2345 0.61 -1.17 -0.05 0.4720
C -3.7692 2.8735 2.5996 0.49 0.65 0.63 0.5346
C -0.0882 -0.2473 0.4725 -1.23 -1.31 2.28 0.0031
C 0.4743 0.3925 -0.7164 -2.13 0.28 -1.34 0.0117
N -3.5029 5.1107 0.3200 -0.56 1.24 0.01 0.3085
S -2.7348 3.3803 3.6615 -0.38 -0.35 -0.21 0.2897
S -1.7525 0.3486 0.8690 -0.22 0.81 -0.72 0.0127
S 0.1377 2.1813 -0.6712 -0.96 -0.90 0.59 0.0442
Br -5.0348 1.5716 2.4283 -0.29 -0.40 0.05 0.1666
H -0.3907 -1.2879 0.3818 0.91 -0.44 -0.54 0.0020
H 0.3650 -0.1638 1.4326 1.28 0.26 0.35 -0.0004
H 1.4951 0.3406 -0.9272 1.70 -0.65 0.07 0.0036
H -0.1082 -0.1252 -1.4994 0.52 0.77 -0.47 -0.0001
```
Positions in Å, forces in eV/Å.

***

No. 3
Density functional theory data (wB97M-V/def2-TZVPD) for a molecular structure, C28H30LuN6O3 in a non-equilibrium geometry.

Results
Highest occupied orbital energy (spin up / spin down): -1.63 / -1.06 eV
Multiplicity: 1
Relative energy (zero: lowest compared OMol25 entry of this formula, charge and spin): 113.74 kcal/mol
Strongest force on any atom: 3.06 eV/A
Net charge: -1
DFT total energy: -2874.822207 hartree
LUMO energy (spin up / spin down): 2.3 / 2.2 eV

Geometry as XYZ:
```
68
Properties=species:S:1:pos:R:3:forces:R:3:mulliken_charge:R:1
Lu -0.3527 1.1754 -0.2830 -0.65 2.68 1.32 1.2958
O -2.0083 0.7971 -1.3767 -1.33 -0.34 0.50 -0.9595
C -1.7630 0.8459 -2.6588 -0.22 -0.43 -1.95 0.9052
C -1.9948 -0.2816 -3.4690 0.20 0.40 0.73 -0.3115
C -1.7858 -0.2620 -4.8353 0.02 -0.33 -0.60 -0.7183
C -1.3475 0.9011 -5.4623 -0.01 0.14 -0.12 -0.5282
C -1.1398 2.0375 -4.7116 0.08 -0.13 -0.40 -0.7446
C -1.3226 2.0514 -3.3186 -0.16 0.36 0.69 0.4109
C -1.1341 3.2556 -2.5749 -0.17 -0.11 -0.89 -0.6768
N -0.7838 3.2519 -1.3149 0.61 -0.48 0.75 -0.1503
C -0.9498 4.4332 -0.5265 -0.56 0.12 0.71 -0.8097
C -1.8281 4.0332 0.7014 0.24 0.61 -0.61 -0.9770
N -1.1753 2.9591 1.3917 0.15 -0.45 -0.64 -0.0710
C -0.7911 3.2346 2.6380 0.00 0.01 0.23 -0.5746
C 0.0329 2.4438 3.4568 -0.10 0.02 -0.41 0.8527
C 0.2910 2.8019 4.8057 0.04 -0.05 0.15 -1.1879
C 1.1184 2.0532 5.6077 -0.05 0.12 0.11 -0.5379
C 1.7454 0.9159 5.1109 0.17 -0.13 0.25 -0.8472
C 1.5253 0.5302 3.7882 -0.15 -0.15 -0.47 -0.8954
C 0.6902 1.2658 2.9814 0.09 0.34 0.87 1.0502
O 0.4247 0.9505 1.6708 0.48 -1.05 1.27 0.2911
H -2.3413 -1.1825 -2.9772 -0.08 -0.03 0.05 0.4297
H -1.9690 -1.1528 -5.4239 0.00 -0.06 0.01 0.3715
H -1.1734 0.9090 -6.5325 -0.02 0.03 0.01 0.3536
H -0.7810 2.9440 -5.1862 -0.04 0.04 -0.02 0.3934
H -1.3129 4.2114 -3.0928 0.17 -0.17 0.06 0.2471
H -1.4283 5.2573 -1.0905 0.16 -0.20 0.09 0.4534
H 0.0169 4.7741 -0.1283 -0.09 0.10 -0.07 0.2283
H -2.8008 3.7050 0.3131 -0.02 0.10 -0.01 0.2812
H -1.9762 4.9229 1.3429 -0.05 -0.20 -0.07 0.4134
H -1.1384 4.1724 3.0905 0.00 -0.10 -0.03 0.0478
H -0.1943 3.6858 5.1996 -0.04 0.07 0.01 0.3491
H 1.2789 2.3439 6.6391 0.00 0.06 0.02 0.3613
H 2.3901 0.3198 5.7405 0.04 -0.03 0.03 0.4193
H 2.0075 -0.3534 3.3977 0.00 -0.01 -0.07 0.2420
C 1.8630 -3.6615 -2.8579 0.01 -0.22 -0.05 -1.0143
N 1.1335 -2.4380 -2.6614 -0.59 0.20 1.15 0.2247
C 1.7945 -1.1694 -2.8837 0.02 0.47 -0.08 -0.8644
C 1.0120 -0.2489 -1.9578 1.07 0.50 -0.75 0.9802
O 1.2425 0.9812 -1.7446 0.13 -1.68 -0.91 -0.8676
N 0.0909 -0.9703 -1.2888 -0.17 -0.83 -0.21 0.4209
C 0.2043 -2.2407 -1.6484 0.34 -0.08 -0.43 -0.5306
N -0.5692 -3.2614 -1.1335 0.65 0.89 -0.39 -0.5277
H 2.2883 -3.6447 -3.8637 -0.02 -0.12 0.08 0.3650
H 1.1780 -4.5058 -2.7851 0.04 -0.03 -0.05 0.3504
H 2.6790 -3.7935 -2.1280 -0.14 0.06 -0.12 0.3038
H 1.7082 -0.8557 -3.9316 -0.02 0.06 0.12 0.4300
H 2.8603 -1.1926 -2.6044 -0.20 0.01 0.01 0.3742
H -1.1386 -2.8938 -0.3784 0.00 -0.06 0.13 0.2945
H -0.0201 -4.0414 -0.7872 -0.11 -0.03 -0.10 0.3221
C -1.7942 -0.5928 2.0444 0.25 0.12 -0.07 -1.0168
C -0.7300 -1.6635 1.9699 0.02 0.23 -0.15 0.3729
C -1.0936 -2.9581 2.3029 -0.04 -0.15 -0.04 -0.6461
C -0.2374 -4.0352 2.1473 0.02 -0.21 0.00 -0.8458
C 1.0380 -3.7967 1.6537 -0.21 -0.16 0.14 -0.8925
C 1.4594 -2.5240 1.3398 0.13 0.37 -0.15 1.5080
C 2.8516 -2.3116 0.8189 -0.09 0.02 0.16 -1.7534
C 0.5907 -1.4017 1.4920 -0.65 -0.57 0.83 1.0752
N 1.1248 -0.2103 1.1430 0.96 0.58 -0.58 -1.3651
H -2.7544 -1.0525 2.2862 0.00 0.06 -0.16 0.5333
H -1.9091 -0.0744 1.0689 -0.33 -0.29 0.56 0.2130
H -1.5783 0.1515 2.8144 -0.07 0.06 -0.17 0.1863
H -2.0950 -3.1358 2.6804 -0.04 0.05 -0.03 0.3592
H -0.5560 -5.0354 2.4050 -0.01 -0.06 0.06 0.3618
H 1.7302 -4.6229 1.5357 0.09 -0.04 -0.01 0.3863
H 3.5034 -3.1277 1.1354 0.02 -0.02 -0.11 0.4799
H 3.2501 -1.3633 1.1722 0.04 0.08 0.01 0.2971
H 2.8444 -2.2623 -0.2710 0.16 0.06 -0.18 0.0783
```
Positions in Å, forces in eV/Å.

***

No. 4
Density functional theory data (wB97M-V/def2-TZVPD) for 2 unconnected molecules or ions with the total composition C3H8N3S2 in a non-equilibrium geometry.

Results
Highest occupied orbital energy: -13.09 eV
Multiplicity: 1
Relative energy (zero: lowest compared OMol25 entry of this formula, charge and spin): 64.80 kcal/mol
Strongest force on any atom: 5.01 eV/A
Net charge: +1
DFT total energy: -1079.410749 hartree
LUMO energy: -4.3 eV

Geometry as XYZ:
```
16
Properties=species:S:1:pos:R:3:forces:R:3:mulliken_charge:R:1
C 0.9542 -1.7912 -1.1301 0.78 1.34 0.68 -0.1513
C 1.6961 0.2160 -0.1721 0.96 1.06 2.40 -0.0787
C -1.7079 -0.5199 1.8574 0.00 2.53 0.60 -0.7119
N 0.3276 -1.4582 -0.0545 -2.54 -1.85 -0.10 -0.5806
N 0.6841 -0.3122 0.5321 2.66 -1.72 -3.89 0.5382
N -0.0698 1.7320 -1.1813 2.40 2.14 -3.26 -0.6036
S 2.2545 -0.6739 -1.4692 -0.49 -0.32 0.17 0.0357
S -0.1413 0.4143 1.7770 -0.24 0.93 2.29 0.0840
H 0.7620 -2.6417 -1.7665 -0.21 -0.11 0.32 0.4405
H 2.3262 0.9336 0.3622 -0.46 0.39 -0.83 0.4017
H -2.1480 -0.2721 2.9069 0.86 -1.00 -1.97 0.3306
H -1.5004 -1.4801 1.4879 -0.03 -1.70 0.56 0.3312
H -2.2396 -0.0204 1.0648 -1.02 0.02 0.10 0.2727
H -0.8551 1.2205 -0.9787 -2.66 -0.90 1.02 0.1841
H -0.1826 1.9323 -2.1958 0.49 -1.38 0.04 0.2739
H -0.1601 2.7210 -1.0401 -0.50 0.56 1.87 0.2335
```
Positions in Å, forces in eV/Å.

***

No. 5
Density functional theory data (wB97M-V/def2-TZVPD) for a single C5H5NO molecule in a non-equilibrium geometry.

Results
Highest occupied orbital energy: -10.33 eV
Multiplicity: 1
Relative energy (zero: lowest compared OMol25 entry of this formula, charge and spin): 43.83 kcal/mol
Strongest force on any atom: 1.68 eV/A
Net charge: 0
DFT total energy: -323.449832 hartree
LUMO energy: 0.5 eV
SMILES string: N#C[C@@H]1C[C@@H]1C=O

Geometry as XYZ:
```
12
Properties=species:S:1:pos:R:3:forces:R:3:mulliken_charge:R:1
N 0.3907 -1.6367 -2.1274 -0.07 0.96 0.48 -0.4326
C 0.2818 -0.6297 -1.5681 0.10 -0.75 -0.59 0.0993
C 0.1476 0.5917 -0.8001 -0.10 0.08 -0.35 0.0498
C 1.0355 0.7196 0.4100 -0.17 -0.17 0.09 -0.6931
C -0.4552 0.4149 0.5714 -0.49 0.06 -0.26 -0.1449
C -1.0610 -0.9944 0.8455 0.49 1.34 -0.16 -0.0535
O -2.1366 -1.4138 0.4914 1.44 0.68 0.56 -0.4436
H -0.1066 1.4737 -1.3726 0.08 -0.06 -0.05 0.3903
H 1.8151 -0.0304 0.5453 -0.42 -0.05 0.03 0.2892
H 1.3925 1.7352 0.6143 -0.41 -0.44 0.16 0.2633
H -1.0372 1.2394 0.9721 -0.13 -0.06 -0.30 0.3571
H -0.2666 -1.4695 1.4181 -0.33 -1.59 0.38 0.3187
```
Positions in Å, forces in eV/Å.

***

No. 6
Density functional theory data (wB97M-V/def2-TZVPD) for 2 unconnected molecules or ions with the total composition C7H15F3O5S in a non-equilibrium geometry.

Results
Highest occupied orbital energy: -9.88 eV
Multiplicity: 1
Strongest force on any atom: 2.48 eV/A
Net charge: 0
DFT total energy: -1349.589571 hartree
LUMO energy: 0.4 eV
SMILES string: COCCOCS(=O)(=O)C(F)(F)F.CCO

Geometry as XYZ:
```
31
Properties=species:S:1:pos:R:3:forces:R:3:mulliken_charge:R:1
C -1.8339 -1.7077 4.0254 0.26 -0.02 0.10 -0.6412
O -0.9433 -2.8050 3.9637 -0.38 -0.59 -0.05 -0.4138
C -0.5984 -3.1593 2.6436 0.84 1.15 -0.22 -0.1621
C 0.7212 -2.4284 2.2395 -0.94 -0.93 0.55 -0.5964
O 0.6253 -2.0611 0.8651 -0.02 0.25 0.15 -0.2714
C 0.9223 -0.7220 0.6205 0.74 -0.76 0.17 -0.6247
S 0.1047 -0.0476 -0.8569 1.33 2.04 -0.42 1.2854
O -0.4618 1.2046 -0.4841 -1.34 0.46 1.23 -0.7010
O 1.0556 0.1338 -1.9104 0.39 -1.61 -0.48 -0.6522
C -1.3157 -1.1021 -1.4707 0.40 0.72 0.28 0.6649
F -1.7834 -1.9273 -0.5849 -0.16 -1.21 1.10 -0.1911
F -0.9431 -1.6977 -2.5506 0.83 -1.42 -1.27 -0.2256
F -2.2700 -0.2862 -1.7935 -1.17 1.45 -0.24 -0.2177
H -2.2362 -1.6894 5.0337 0.06 0.16 0.09 0.2675
H -2.6687 -1.8116 3.3280 0.03 -0.08 -0.09 0.2951
H -1.3018 -0.7733 3.8102 -0.15 0.09 0.05 0.2574
H -1.3500 -2.7977 1.9392 -0.20 -0.31 -0.04 0.1712
H -0.4551 -4.2327 2.5513 -0.25 -0.09 0.20 0.3259
H 0.8420 -1.5787 2.9134 -0.01 0.22 -0.23 0.3980
H 1.5446 -3.1183 2.4332 0.29 0.23 -0.40 0.2619
H 1.9968 -0.6339 0.4243 -0.07 0.35 -0.42 0.3286
H 0.6966 -0.0394 1.4422 -0.48 -0.06 -0.06 0.4342
C 1.0616 3.0599 -3.8258 -0.04 0.02 -0.11 -0.6634
C 1.4728 4.1705 -2.8792 -0.28 -0.27 0.16 -0.2325
O 0.3320 4.8440 -2.3543 0.02 0.13 -0.02 -0.5269
H 0.4712 3.4611 -4.6514 0.08 0.07 -0.01 0.2915
H 1.9358 2.5487 -4.2329 -0.03 -0.05 0.02 0.2969
H 0.4403 2.3257 -3.3108 0.11 -0.05 0.05 0.0189
H 2.0784 4.9133 -3.3974 -0.07 0.10 0.07 0.3055
H 2.0591 3.7675 -2.0461 0.14 -0.02 -0.10 0.2154
H -0.1988 4.1902 -1.8842 0.05 0.05 -0.04 0.3018
```
Positions in Å, forces in eV/Å.